1.
One molecule with the formula C5H6Br2N2O2 at a distorted geometry. Source: the OMol25 dataset; level of theory: wB97M-V/def2-TZVPD.

Computed properties:
HOMO level (eV): -10.0
Multiplicity: 1
SMILES: CN1C(=O)N(C)C(Br)(Br)C1=O

```
17
Properties=species:S:1:pos:R:3:forces:R:3
C -1.594753 -0.147725 -2.094426 3.33 1.20 -2.77
N -0.604725 0.014671 -1.044040 -0.68 -0.76 1.28
C -0.878523 -0.209819 0.334764 0.86 0.87 -0.31
O -1.904520 -0.582604 0.792985 -1.66 -0.49 0.37
N 0.227557 0.157419 1.047053 1.85 0.07 -1.76
C 0.408287 0.141303 2.502937 0.84 -0.91 -1.75
C 1.444162 0.184610 0.083817 -2.86 -1.27 2.71
Br 2.405337 -1.591427 0.270442 -0.30 1.15 -0.17
Br 2.491089 1.695218 0.468800 0.54 0.21 -0.40
C 0.703047 0.159390 -1.238587 1.35 0.11 -2.14
O 1.210733 0.209713 -2.332667 0.60 0.24 0.14
H -2.378510 0.437931 -1.792740 -2.11 1.69 0.12
H -1.124584 0.141918 -3.189446 -1.14 -0.45 3.16
H -1.942433 -1.116186 -2.168376 -0.48 -2.28 -0.03
H 0.503673 -0.912000 2.834647 -0.03 0.79 0.25
H 1.341255 0.685389 2.483787 0.51 -0.16 1.31
H -0.307098 0.732207 3.041046 -0.62 0.00 0.01
```
Positions in Å, forces in eV/Å.


2.
One molecule with the formula C5H6BrN at a distorted geometry. Source: the OMol25 dataset; level of theory: wB97M-V/def2-TZVPD.

Computed properties:
HOMO level (alpha / beta) (eV): -9.0 / -8.6
Multiplicity: 1

```
13
Properties=species:S:1:pos:R:3:forces:R:3
C -0.229289 1.739564 -1.689531 -0.77 0.33 -0.21
C 0.512718 1.676607 -0.497462 1.46 -1.37 0.54
C 0.503419 0.362784 0.367567 -1.10 1.52 0.80
C 1.559119 -0.331669 -0.382601 -0.16 1.19 -0.07
C -0.863246 -0.277606 0.286438 0.21 0.57 -0.25
N -0.908480 1.954077 -2.606977 0.39 -0.33 0.28
Br 3.414314 -0.331306 -0.118364 -0.52 0.12 0.24
H 1.329876 2.413426 -0.508454 -0.25 -0.57 0.53
H 0.506065 0.463433 1.476628 1.48 0.58 -0.83
H 1.269473 -0.544091 -1.384691 0.06 -0.60 -0.65
H -1.582984 0.384179 0.728522 -0.37 0.55 0.16
H -0.851083 -1.134139 0.893929 -0.10 -1.50 0.50
H -1.176400 -0.472821 -0.705280 -0.34 -0.49 -1.05
```
Positions in Å, forces in eV/Å.


3.
An isolated ion of composition C5H6BrN2O and charge +1 at a distorted geometry. Source: the OMol25 dataset; level of theory: wB97M-V/def2-TZVPD.

Computed properties:
HOMO level (alpha / beta) (eV): -12.7 / -13.9
<S²>: 2.05
Net charge: +1
Multiplicity: 3

```
15
Properties=species:S:1:pos:R:3:forces:R:3
C 0.211212 -1.368439 0.376971 -0.16 1.20 -1.45
C -1.103702 -1.462515 0.556455 -2.96 -0.65 -1.00
C -0.830276 1.554533 0.196842 1.08 0.10 -0.39
C -2.031262 2.178474 -0.181657 0.62 1.56 0.22
C 0.697877 -0.308201 -0.503380 1.28 2.33 1.76
N -1.852189 -0.676232 -0.304013 0.22 0.04 1.74
N 0.350530 1.154836 0.197029 -0.90 -1.92 -0.80
O -3.085902 2.161520 0.396569 -0.48 0.07 0.32
Br -3.656543 -0.478022 -0.075711 0.37 -1.49 -0.07
H 0.966048 -1.993005 0.699852 0.97 -1.43 1.26
H -1.560002 -2.218938 1.193134 -0.06 0.26 0.06
H -1.807153 2.897311 -0.995052 -0.06 -0.35 -0.28
H 1.767277 -0.366219 -0.601993 0.48 0.41 0.07
H 0.291579 0.020904 -1.391195 -1.19 -0.84 -2.29
H 1.119389 1.700191 0.509323 0.79 0.72 0.86
```
Positions in Å, forces in eV/Å.


4.
An isolated ion of composition C5H6BrN2O2 and charge +1 at a distorted geometry. Source: the OMol25 dataset; level of theory: wB97M-V/def2-TZVPD.

Computed properties:
HOMO level (eV): -14.1
Net charge: +1
Multiplicity: 1
SMILES: O=C(O)Cn1c[nH+]c(Br)c1

```
16
Properties=species:S:1:pos:R:3:forces:R:3
O 3.284564 -0.937600 -0.033292 -1.09 -0.01 -0.25
C 2.205682 -0.424826 0.048342 2.01 0.06 -0.03
O 2.063792 0.815324 0.631908 -1.15 -0.51 -0.52
C 0.950444 -1.151055 -0.442646 -0.29 0.49 0.84
N -0.263227 -0.361398 -0.155329 1.61 -1.07 -1.03
C -1.143757 -0.748115 0.723105 -1.09 0.08 0.70
N -2.096626 0.181136 0.758981 -0.53 0.29 0.26
C -1.772649 1.159883 -0.125041 -0.73 1.90 -0.92
Br -2.707524 2.743857 -0.495985 -0.06 -0.63 0.42
C -0.625891 0.834283 -0.737097 0.29 -0.66 0.42
H 2.390642 1.496949 0.031238 0.42 0.08 0.20
H 0.995358 -1.429108 -1.493730 0.18 0.27 -0.03
H 0.873153 -2.074845 0.131328 0.05 -0.01 -0.08
H -1.163782 -1.640571 1.324396 0.26 -0.08 -0.09
H -2.935097 0.190224 1.321816 0.06 -0.16 0.12
H -0.055082 1.345863 -1.487993 0.06 -0.05 -0.02
```
Positions in Å, forces in eV/Å.


5.
A 2-piece molecular cluster, C5H6Cl2N2 overall at a distorted geometry. Source: the OMol25 dataset; level of theory: wB97M-V/def2-TZVPD.

Computed properties:
HOMO level (eV): -8.6
Multiplicity: 1
SMILES: Nc1ncccc1Cl.Cl

```
15
Properties=species:S:1:pos:R:3:forces:R:3
N -2.488425 -0.866101 -1.089835 0.57 -0.03 -0.83
C -1.231821 -0.400553 -0.767172 0.07 -1.05 -0.98
N -0.264681 -0.614665 -1.686693 -0.65 0.66 0.33
C 0.990834 -0.288269 -1.375249 -0.10 -0.06 -0.64
C 1.358941 0.081305 -0.108421 0.42 1.37 1.23
C 0.363232 0.320009 0.857459 0.69 -0.86 -1.23
C -0.940148 0.129208 0.497052 0.67 -0.62 -0.32
Cl -2.128597 0.097268 1.687612 -1.29 0.33 1.05
H -3.240438 -0.770859 -0.384594 0.72 -0.42 -1.34
H -2.504328 -1.335039 -2.045111 -0.58 0.94 2.19
H 1.717992 -0.309356 -2.203836 -0.35 -0.31 0.55
H 2.377622 0.359332 0.175808 -0.18 -0.45 -0.49
H 0.626050 0.481206 1.884897 -0.20 0.28 0.34
Cl 3.221292 1.745610 2.564244 0.17 0.06 0.12
H 2.142474 1.370904 1.993838 0.06 0.15 0.01
```
Positions in Å, forces in eV/Å.


6.
One molecule with the formula C5H6Cl2N4O2 at a distorted geometry. Source: the OMol25 dataset; level of theory: wB97M-V/def2-TZVPD.

Computed properties:
HOMO level (eV): -9.9
Multiplicity: 1
SMILES: [H]/N=C(\Cl)[C@@](N)(/C=C\C(Cl)=N/[H])[N+](=O)[O-]

```
19
Properties=species:S:1:pos:R:3:forces:R:3
H -3.193882 0.102791 0.043740 -0.87 0.83 -0.18
N -2.309862 -0.172084 0.395503 0.74 -1.53 -0.08
C -1.344821 0.598018 0.404839 0.24 -0.58 1.05
Cl -1.401131 2.279176 0.161560 -0.18 1.05 -0.48
C 0.058439 0.061234 0.840322 -0.68 -0.56 -2.47
N 0.062554 -1.349675 0.821842 1.61 -1.50 1.27
C 1.086577 0.679703 -0.117261 0.02 -2.58 -3.52
C 1.458744 0.342606 -1.425502 -1.24 -0.30 1.68
C 0.640153 -0.538727 -2.358807 -0.85 -0.73 2.38
Cl 1.265487 -0.525288 -3.931142 0.53 0.04 -1.42
N -0.395091 -1.238797 -2.130876 0.58 0.70 -0.01
H -0.663930 -1.213250 -1.139275 0.31 -0.09 -0.51
N 0.265276 0.657036 2.210217 -0.03 -0.95 0.30
O 0.761274 1.746555 2.219017 0.18 0.92 1.22
O -0.099043 -0.028361 3.146324 0.25 0.70 -0.10
H -0.784451 -1.787761 1.144728 -0.49 0.36 0.12
H 0.845916 -1.821348 1.378846 -1.27 1.36 -1.27
H 1.387001 1.536846 0.335378 2.08 2.21 0.80
H 2.360787 0.671328 -1.999452 -0.92 0.64 1.24
```
Positions in Å, forces in eV/Å.


7.
C5H6Cl2O4RhSSm as an isolated structure at a distorted geometry. Source: the OMol25 dataset; level of theory: wB97M-V/def2-TZVPD.

Computed properties:
HOMO level (alpha / beta) (eV): -22.2 / -26.1
<S²>: 24.79
Net charge: +4
Multiplicity: 10

```
20
Properties=species:S:1:pos:R:3:forces:R:3
Rh 0.386845 0.794514 -5.034475 1.08 2.54 5.19
Sm -0.109066 0.970821 -2.068638 -0.10 -0.94 -0.08
Cl -1.158318 2.404448 -3.878505 -0.05 -0.08 -0.53
Cl 1.926991 -0.037709 -3.343281 -0.30 0.27 -0.01
C -0.582711 -1.106133 -0.517959 -1.28 -4.11 3.77
C -0.446674 1.451693 -6.538411 -4.18 5.07 -9.59
C 0.991298 -0.609052 -6.039218 2.96 -10.24 -6.73
O -0.811103 -1.911997 0.273474 1.02 3.40 -3.43
O -0.778316 1.948837 -7.537565 1.64 -2.73 5.07
O 1.199085 -1.571936 -6.669867 -1.06 5.33 3.37
C 0.832061 1.220602 2.172130 -0.66 -1.36 0.84
S -0.307795 2.327510 1.307920 3.94 0.28 -1.79
C 0.558224 3.889078 1.525820 -0.96 1.71 0.27
O 0.061426 2.022930 -0.187690 -1.38 1.03 3.58
H 0.761266 1.464433 3.240955 -0.13 0.00 -0.04
H 1.859561 1.337703 1.800656 -0.31 0.49 -0.26
H 0.477356 0.195904 2.003816 0.07 0.12 0.28
H 1.585659 3.836721 1.138078 -0.22 -0.62 -0.07
H -0.016982 4.649314 0.979087 0.10 0.03 0.16
H 0.551793 4.146918 2.593774 -0.20 -0.17 0.01
```
Positions in Å, forces in eV/Å.


8.
One molecule with the formula C5H6Cl2S at a distorted geometry. Source: the OMol25 dataset; level of theory: wB97M-V/def2-TZVPD.

Computed properties:
HOMO level (eV): -9.6
Multiplicity: 1
SMILES: S[C@H]1[C@H](Cl)C=C[C@@H]1Cl

```
14
Properties=species:S:1:pos:R:3:forces:R:3
S 2.098950 -1.070628 0.283528 0.63 -0.05 -0.41
C 0.873443 0.257652 0.016285 1.43 -0.47 -2.65
C -0.100825 -0.209713 -1.135891 -0.66 2.23 -0.24
Cl -0.380177 1.218369 -2.346582 0.45 -0.71 0.31
C -1.397608 -0.298723 -0.422981 0.11 -1.72 -3.11
C -1.314285 -0.043232 0.827968 0.46 0.31 0.92
C 0.044586 0.353456 1.226306 -0.27 -1.53 3.55
Cl 0.005221 1.991045 1.922832 0.17 0.33 0.27
H 2.706790 -1.123916 -0.953903 -0.58 0.26 0.75
H 1.354064 1.242672 -0.166213 -0.24 -0.89 -0.28
H 0.083110 -1.071373 -1.787422 0.62 0.34 0.49
H -2.236187 -0.709352 -0.962184 -0.34 0.23 0.09
H -2.149628 -0.158876 1.423535 -1.25 0.11 1.73
H 0.412546 -0.377382 2.074722 -0.52 1.57 -1.44
```
Positions in Å, forces in eV/Å.


9.
One molecule with the formula C5H6Cl4 at a distorted geometry. Source: the OMol25 dataset; level of theory: wB97M-V/def2-TZVPD.

Computed properties:
HOMO level (eV): -9.2
Multiplicity: 1
SMILES: CC(=C(Cl)Cl)C(C)(Cl)Cl

```
15
Properties=species:S:1:pos:R:3:forces:R:3
C 0.580614 0.953271 -1.080249 -0.82 2.93 1.38
C -0.058803 0.586027 0.241603 -0.54 3.01 0.58
C -0.574085 1.640719 0.960314 1.16 -1.50 -0.66
Cl -1.571382 1.505942 2.339578 0.08 0.26 0.24
Cl -0.158318 3.277833 0.599548 -0.37 0.22 0.12
C -0.279571 -0.826512 0.662177 -0.98 -0.70 -2.37
C 0.313097 -1.861892 -0.375026 -0.52 0.89 -1.16
Cl 0.273128 -1.127838 2.272551 0.45 -0.52 0.66
Cl -2.140528 -0.969830 0.607534 0.51 -0.91 -0.22
H -0.116196 0.876115 -1.889939 -0.47 -0.16 -0.51
H 0.942242 2.038731 -1.039510 -0.70 -1.65 -0.15
H 1.425825 0.430101 -1.284529 2.36 -1.97 -0.64
H -0.078089 -2.840155 -0.273749 -0.85 -0.89 0.79
H 1.379683 -2.028720 -0.257420 0.25 0.64 0.04
H 0.062383 -1.653792 -1.482884 0.44 0.35 1.89
```
Positions in Å, forces in eV/Å.


10.
One molecule with the formula C5H6ClFO at a distorted geometry. Source: the OMol25 dataset; level of theory: wB97M-V/def2-TZVPD.

Computed properties:
HOMO level (eV): -9.8
Multiplicity: 1
SMILES: C[C@]1(C=O)[C@@H](F)[C@@H]1Cl

```
14
Properties=species:S:1:pos:R:3:forces:R:3
C 0.501461 -1.404123 0.813141 -0.67 0.03 -0.64
C 0.132111 -0.169440 -0.055437 -1.01 2.82 0.71
C 1.424226 0.382077 -0.855814 -2.53 0.13 -2.14
O 2.393324 -0.282358 -0.890035 2.21 -1.78 1.11
C -0.775913 1.072371 0.478530 0.76 -1.09 0.09
F -0.326345 2.381704 0.240497 -0.07 -0.91 -0.56
C -1.407577 0.301566 -0.657950 5.85 2.39 1.29
Cl -2.907839 -0.373546 -0.551978 -1.56 -1.18 -0.08
H -0.261130 -1.617124 1.555445 -0.52 0.11 -0.10
H 1.394313 -1.229994 1.448931 -0.18 -0.12 -0.99
H 0.553411 -2.327756 0.158733 0.42 1.14 0.81
H 1.540807 1.197584 -1.672417 -1.68 -0.02 1.62
H -1.212696 1.164167 1.482728 0.12 -1.01 -0.41
H -1.048151 0.904868 -1.494370 -1.16 -0.51 -0.70
```
Positions in Å, forces in eV/Å.


11.
One molecule with the formula C5H6ClFSi at a distorted geometry. Source: the OMol25 dataset; level of theory: wB97M-V/def2-TZVPD.

Computed properties:
HOMO level (alpha / beta) (eV): -8.3 / -8.3
Multiplicity: 1

```
14
Properties=species:S:1:pos:R:3:forces:R:3
C 0.181338 1.894764 -0.251755 1.35 1.54 -0.22
C -0.990840 0.998348 -0.380167 0.70 1.50 0.18
C 1.366974 1.417093 0.096043 -2.13 -2.52 -0.09
C -0.895404 -0.275075 -0.121667 2.76 0.21 1.03
C 1.486828 -0.032280 0.307819 -3.22 -0.57 -0.41
F 1.897503 -0.432906 1.515319 0.02 0.10 0.18
Si -1.445416 -2.000991 0.136901 0.78 0.33 -1.19
Cl 2.284314 -0.934244 -0.916750 0.27 -0.22 -0.36
H 0.185800 2.999809 -0.476453 -0.71 -1.29 0.18
H -1.785222 1.675986 -0.627121 -1.38 -0.71 -0.34
H 2.235327 1.921018 0.212261 2.45 2.05 0.29
H -0.357953 -2.766971 -0.588116 -0.78 0.05 0.06
H -2.820278 -2.034986 -0.420302 0.09 -0.49 0.08
H -1.342972 -2.429566 1.513982 -0.20 0.03 0.60
```
Positions in Å, forces in eV/Å.


12.
One molecule with the formula C5H6ClN at a distorted geometry. Source: the OMol25 dataset; level of theory: wB97M-V/def2-TZVPD.

Computed properties:
HOMO level (eV): -9.7
Multiplicity: 1
SMILES: C[C@@H]1C=CC(Cl)=N1

```
13
Properties=species:S:1:pos:R:3:forces:R:3
C -1.025717 0.082131 0.806523 -1.81 -1.78 -1.00
C 0.233023 0.498193 0.076492 1.21 -2.08 -1.66
C 0.914532 -0.612718 -0.799484 0.15 1.51 0.26
C 2.239245 -0.521913 -0.625854 -0.02 0.31 0.18
C 2.450126 0.444284 0.444126 -4.04 0.59 0.85
Cl 3.960071 0.717716 1.129459 0.66 0.35 0.31
N 1.320869 0.984136 0.899839 2.31 -0.38 -0.57
H -1.138595 0.699213 1.675184 -0.44 0.40 0.36
H -0.863017 -0.966669 1.150225 -0.22 0.75 0.04
H -2.062797 0.007584 0.160394 2.83 0.60 1.41
H 0.010786 1.168855 -0.756990 0.00 0.78 0.27
H 0.436480 -1.057732 -1.638406 -0.43 -0.65 -0.33
H 3.079987 -0.926928 -1.164047 -0.19 -0.41 -0.13
```
Positions in Å, forces in eV/Å.